Record 1
The following is a quantum chemistry calculation of 2 unconnected molecules or ions with the total composition C5H8O2, from the Open Molecules 2025 dataset.

Calculated values
SMILES ... C#CC(=C)CO.O
2S+1 ... 1
Gap between HOMO and LUMO ... 10.06 eV
Energy relative to the best compared isomer or geometry (same formula, charge and spin) ... 268.9 kJ/mol
E_HOMO ... -0.35048 hartree
LUMO ... 0.5 eV
DFT total energy ... -9407.04539 eV

Structure (XYZ):
```
15
Properties=species:S:1:pos:R:3:forces:R:3
C 2.50414 0.12652 -0.24130 -0.411 -0.026 0.223
C 1.40559 -0.00863 0.23691 0.497 -0.004 -0.175
C 0.06790 -0.14376 0.75067 -0.035 -0.177 0.113
C -0.37170 -1.30220 1.25563 0.051 0.145 -0.016
C -0.80838 1.10045 0.66401 -0.071 -0.114 0.355
O -0.47108 1.94318 -0.40061 -0.076 -0.121 -0.306
H 3.48215 0.27282 -0.64407 -0.159 -0.054 0.069
H -1.39172 -1.39171 1.62320 0.137 0.017 -0.075
H 0.27611 -2.16953 1.34024 -0.085 0.149 -0.009
H -0.67415 1.68456 1.58132 0.004 -0.051 -0.113
H -1.86358 0.78134 0.62839 0.201 0.056 0.013
H -0.52527 1.40076 -1.20569 -0.054 0.135 0.077
O -0.78354 -0.50420 -2.05196 0.127 -0.155 -0.008
H -0.98019 -1.05624 -1.28112 -0.005 0.114 -0.129
H 0.13370 -0.73334 -2.25562 -0.122 0.087 -0.020
```
Forces are in eV/Å.


Record 2
The following is a quantum chemistry calculation of a molecular structure, C14H52NNbO12P in a non-equilibrium geometry, from the Open Molecules 2025 dataset.

Calculated values
Total charge ... -1
2S+1 ... 1
Gap between HOMO and LUMO ... 5.88 eV
E_HOMO ... -0.13904 hartree
LUMO ... 2.1 eV
DFT total energy ... -52247.15587 eV

Structure (XYZ):
```
81
Properties=species:S:1:pos:R:3:forces:R:3
C -0.60458 1.63940 3.71390 -1.414 -3.130 -7.516
C -1.06752 1.23457 2.42574 3.738 2.955 9.284
Nb -1.65039 0.42096 0.34033 -0.301 -1.454 -0.155
C -2.54642 -1.49437 1.19761 -1.855 -0.989 0.885
C -1.92485 -1.97126 2.63790 -1.145 -0.649 0.423
N -0.50622 -2.52718 2.55717 -1.274 0.847 -0.157
C -2.04343 -0.42111 -1.73937 -0.009 0.609 -1.275
C -0.77791 -1.18544 -2.44165 -1.043 -0.780 -1.155
C -0.11141 -2.39852 -1.56888 0.967 0.044 -0.640
C 1.52161 -2.15431 -1.51514 0.266 -1.109 0.304
C 2.14630 -2.64595 -0.05632 0.262 0.113 0.112
C 2.81715 -1.40230 0.79289 0.200 -0.397 0.257
C 4.44815 -1.57202 0.98983 -0.128 1.523 -0.552
C 5.07519 -0.03808 0.91385 -0.168 -0.900 0.105
O 5.06875 0.35950 -0.52822 1.437 1.165 1.672
C 6.03144 1.47203 -0.67373 0.098 -0.177 -0.102
P -0.90921 2.72864 -0.58372 -0.987 0.881 0.148
C -1.66383 4.00099 0.68376 -1.751 0.560 -0.129
O -1.68235 3.07328 -2.10650 -1.675 0.488 1.722
H 0.12007 1.69929 4.66048 -2.161 -0.070 -2.566
H 0.02395 -0.25835 0.23693 0.760 -0.095 0.197
H -3.33691 1.15857 0.47011 -0.064 0.229 -0.107
H -3.71548 -1.31857 1.36389 2.247 -0.424 -0.225
H -2.49006 -2.43068 0.46255 0.044 2.215 1.433
H -2.59978 -2.88465 3.00068 1.319 1.659 -0.591
H -2.03708 -1.15465 3.49153 0.527 -1.562 -2.017
H -0.53025 -3.21067 1.76909 0.441 1.103 0.704
H 0.15664 -1.73555 2.38119 -0.880 -1.101 -0.291
H -3.03811 -1.07515 -1.71427 2.156 1.116 -0.043
H -2.29717 0.51549 -2.43483 0.446 -1.837 1.343
H -1.19409 -1.68334 -3.44329 0.976 1.094 2.078
H 0.04141 -0.40436 -2.81834 -1.730 -1.587 1.157
H -0.29234 -3.43830 -2.12310 0.317 2.230 1.187
H -0.53117 -2.53368 -0.48618 0.771 0.653 -2.233
H 1.84394 -1.04525 -1.77332 -0.827 -2.262 0.764
H 2.00527 -2.85397 -2.33243 -0.864 1.445 1.410
H 2.98654 -3.46584 -0.21556 -1.685 1.638 0.238
H 1.30187 -3.16412 0.57871 1.653 1.097 -1.330
H 2.34130 -1.31997 1.87597 0.891 -0.080 -2.335
H 2.62242 -0.39918 0.21666 0.317 -1.986 1.211
H 4.91235 -2.18338 0.08324 -0.903 1.207 2.037
H 4.73864 -2.03580 2.02972 -0.613 0.728 -2.093
H 6.16779 0.00424 1.35725 -2.308 -0.039 -1.085
H 4.38143 0.70923 1.50630 1.350 -1.431 -1.059
H 7.10292 1.01595 -0.48772 -1.859 1.176 -0.327
H 5.79802 2.31326 0.10722 0.531 -1.497 -1.384
H 5.97935 1.93484 -1.75386 0.003 -1.163 2.169
H -1.91321 5.04084 0.15792 0.886 -1.996 1.065
H -2.72930 3.54842 0.97373 2.352 1.021 -0.262
H -1.00068 4.14095 1.63795 -1.284 -0.333 -1.962
H -2.66790 3.17465 -1.89745 1.814 -0.477 -0.478
O -4.76298 1.27916 2.72063 -0.333 -0.340 0.531
H -4.95892 1.70863 3.56696 0.118 -0.073 -0.259
H -5.62454 1.22508 2.28064 0.204 0.140 -0.083
O -2.19028 -4.38543 -0.46015 -0.448 -0.651 0.069
H -2.63020 -4.52071 0.39264 0.116 0.103 -0.205
H -2.75313 -4.85816 -1.09144 0.216 0.189 0.141
O -0.42142 -1.62513 -5.73502 0.431 0.243 -0.344
H 0.49976 -1.81785 -5.50400 -0.367 0.046 0.048
H -0.45195 -0.65817 -5.78834 -0.056 -0.318 0.140
O -6.50295 3.05688 1.62649 -0.448 0.474 -0.171
H -7.11541 3.31029 0.91954 0.401 -0.079 0.214
H -5.65525 2.94168 1.17160 -0.033 -0.021 -0.014
O -6.96618 0.75931 0.22080 -0.574 -0.312 -0.329
H -7.14956 0.13496 -0.49730 0.213 0.102 0.244
H -7.83049 0.89910 0.63580 0.341 0.009 -0.018
O -5.01745 3.67558 -1.11117 -0.007 0.282 -0.497
H -4.53529 4.46214 -1.40773 -0.131 -0.158 0.219
H -5.53872 3.41496 -1.88522 0.183 -0.058 0.283
O -5.25501 -1.12654 4.68779 0.043 -0.316 -0.148
H -5.35842 -0.69231 3.82765 0.300 0.122 0.134
H -4.47804 -1.69368 4.57174 -0.195 0.280 -0.017
O 7.54918 0.10111 2.95098 0.635 -0.274 0.173
H 7.62820 -0.83158 3.20188 -0.103 0.286 -0.059
H 8.43115 0.33044 2.62182 -0.292 -0.012 0.102
O 6.71874 3.58018 -3.51408 -0.349 -0.003 -0.087
H 6.53536 2.95583 -4.23217 0.038 -0.030 0.240
H 5.85443 3.71996 -3.09907 0.289 -0.006 -0.169
O 6.18824 0.64513 -4.46932 -0.085 -0.401 0.027
H 5.58460 0.01215 -4.88653 0.167 0.287 0.152
H 6.43569 0.21792 -3.63562 -0.114 0.218 -0.150
```
Forces are in eV/Å.


Record 3
The following is a quantum chemistry calculation of 5 unconnected molecules or ions with the total composition C4H20N2O4S in a non-equilibrium geometry, from the Open Molecules 2025 dataset.

Calculated values
SMILES ... NCCNCCS.O.O.O.O
2S+1 ... 1
Gap between HOMO and LUMO ... 9.39 eV
Energy relative to the best compared isomer or geometry (same formula, charge and spin) ... 181.1 kJ/mol
E_HOMO ... -0.32640 hartree
LUMO ... 0.5 eV
DFT total energy ... -26476.33036 eV

Structure (XYZ):
```
31
Properties=species:S:1:pos:R:3:forces:R:3
N 2.50514 -0.29512 1.40474 0.785 0.517 0.004
C 3.02123 -0.01901 0.08675 1.960 -0.764 -1.503
C 2.17686 -0.68159 -1.06459 0.796 -0.460 -2.563
N 0.76331 -0.27381 -0.84767 1.778 -0.028 -2.160
C -0.18397 -0.98500 -1.69827 -1.799 2.944 1.645
C -1.67606 -0.70238 -1.26917 1.235 -1.054 -1.228
S -2.74720 -1.51167 -2.48746 -0.672 -0.806 0.035
H 1.56989 0.03504 1.50375 -0.456 0.156 0.308
H 2.54087 -1.26926 1.64542 -0.122 -0.300 -0.024
H 3.05160 1.06238 -0.13047 -0.189 -0.291 0.406
H 4.15843 -0.34038 0.05334 -2.317 0.396 -0.097
H 2.43535 -0.39682 -2.17008 -0.044 0.522 2.012
H 2.42609 -1.80734 -1.26310 -0.991 1.258 1.404
H 0.62920 -0.46624 0.08259 -1.153 -1.014 2.575
H -0.05135 -0.61927 -2.67335 0.242 0.291 -1.561
H -0.03251 -1.99696 -1.65532 0.339 -2.752 -0.036
H -2.01429 0.28097 -1.29199 0.322 2.038 -0.187
H -1.80071 -0.99782 -0.27286 -0.368 -1.073 1.414
H -3.85838 -1.85049 -1.75837 0.797 0.335 -0.153
O -1.46799 0.62483 2.41324 -0.674 -6.299 0.683
H -1.08649 1.06655 3.07655 1.965 3.207 3.421
H -1.67020 1.08920 1.68085 -1.263 3.244 -3.475
O -0.11396 -1.69097 2.09845 0.902 -4.251 -1.922
H -0.88252 -2.16248 2.41290 -0.285 -0.514 -0.121
H -0.22618 -0.90669 2.50983 -0.618 4.391 1.814
O -0.37711 2.33735 -0.71282 -0.427 -0.815 1.048
H 0.07173 2.97210 -1.23511 0.665 0.914 -0.779
H 0.28493 1.65389 -0.46809 -0.357 -0.040 -0.618
O -2.71204 2.34149 0.80942 -0.307 -2.489 -1.519
H -2.62974 3.17893 1.17159 0.220 2.526 1.094
H -2.10393 2.33058 0.04931 0.035 0.211 0.082
```
Forces are in eV/Å.


Record 4
The following is a quantum chemistry calculation of a single C3HClNP molecule in a non-equilibrium geometry, from the Open Molecules 2025 dataset.

Calculated values
2S+1 ... 1
Gap between HOMO and LUMO (spin up / spin down) ... 6.34 / 7.00 eV
Energy relative to the best compared isomer or geometry (same formula, charge and spin) ... 169.4 kJ/mol
E_HOMO (spin up / spin down) ... -0.31666 / -0.32793 hartree
LUMO (spin up / spin down) ... -2.3 / -1.9 eV
DFT total energy ... -26424.30769 eV

Structure (XYZ):
```
7
Properties=species:S:1:pos:R:3:forces:R:3
C 0.37241 -1.54420 1.54640 0.494 -2.442 1.324
C 0.13432 0.15516 -0.36179 -2.903 3.273 -0.834
C 0.23023 -0.78064 0.45535 0.435 -1.214 2.144
N 0.60835 -2.37680 2.36348 -0.607 1.903 -1.382
P -1.22461 1.60132 -0.51137 0.369 -0.663 0.511
Cl -0.74579 2.61762 -2.25514 0.199 -0.712 0.625
H 0.62510 0.32755 -1.23692 2.014 -0.145 -2.389
```
Forces are in eV/Å.


Record 5
The following is a quantum chemistry calculation of 11 unconnected molecules or ions with the total composition C5H34N2O11 in a non-equilibrium geometry, from the Open Molecules 2025 dataset.

Calculated values
SMILES ... CN[C@H](CN)CCO.O.O.O.O.O.O.O.O.O.O
2S+1 ... 1
Gap between HOMO and LUMO ... 9.58 eV
Energy relative to the best compared isomer or geometry (same formula, charge and spin) ... 191.1 kJ/mol
E_HOMO ... -0.34088 hartree
LUMO ... 0.3 eV
DFT total energy ... -31239.68740 eV

Structure (XYZ):
```
52
Properties=species:S:1:pos:R:3:forces:R:3
C 2.14146 -1.05172 2.75416 -2.062 1.837 -0.109
N 1.40274 -1.11588 1.48271 0.622 -0.300 -0.196
C 0.65213 0.08766 1.13666 0.854 0.254 -0.010
C -0.10393 -0.12525 -0.16341 -2.081 0.317 1.284
N -1.14448 -1.17619 0.08165 0.336 0.882 -0.989
C 1.43453 1.38001 0.96399 1.740 1.408 0.718
C 1.91418 2.13703 2.25820 -1.521 0.275 -0.164
O 1.33817 3.49993 2.23772 0.870 -0.664 -0.084
H 2.57689 -2.01151 2.99648 0.098 0.109 0.284
H 1.33629 -0.68993 3.43892 0.462 -1.164 0.315
H 2.78357 -0.16571 2.86648 0.870 -0.612 -0.489
H 1.99795 -1.38171 0.70495 0.072 0.112 -0.004
H 0.02193 0.26630 2.03093 -0.446 -0.067 -0.627
H -0.62936 0.80733 -0.39966 -0.341 0.015 0.467
H 0.48783 -0.17097 -1.06338 0.824 -1.062 0.031
H -1.27277 -1.63719 -0.80864 -0.480 -0.180 0.093
H -0.76952 -1.92544 0.64603 0.522 -0.033 -0.169
H 0.80206 2.13698 0.50357 -0.363 -0.336 -0.234
H 2.29939 1.32398 0.27810 -0.291 -0.543 0.182
H 1.48622 1.71860 3.17546 0.037 -0.084 -0.228
H 2.98024 2.21114 2.40797 0.380 -0.015 -0.229
H 1.61305 3.88539 1.39509 0.067 0.129 0.157
O -2.00971 -1.73164 2.88550 0.324 -0.768 0.506
H -1.52066 -1.23776 2.22780 -0.318 0.462 -0.301
H -2.76763 -1.21750 3.15673 -0.150 0.304 -0.122
O -3.30405 1.37406 0.86606 -0.372 0.132 -0.144
H -2.48281 1.72331 1.25747 -0.061 -0.172 -0.191
H -3.18417 0.44944 0.61536 0.502 0.002 0.220
O -0.42013 -1.42107 -3.22722 -0.877 0.266 0.211
H -0.15857 -2.01940 -2.50377 0.021 -0.111 -0.082
H -1.26379 -1.00686 -2.95957 0.605 -0.328 -0.176
O 0.59326 -3.10747 -1.05406 0.639 0.251 -0.265
H 0.71455 -4.05390 -1.14191 -0.112 -0.270 0.108
H 1.48588 -2.71941 -1.17332 -0.525 -0.012 -0.280
O 1.59441 -0.03551 -4.46063 -0.165 0.857 0.375
H 0.71318 -0.41729 -4.57005 -0.014 -0.311 0.036
H 1.37373 0.79324 -3.98908 0.208 -0.284 -0.433
O -3.09381 1.42548 -1.95379 -0.614 -0.212 -0.274
H -3.91924 1.08245 -2.34474 0.608 0.335 0.330
H -3.31639 1.74939 -1.06032 0.030 -0.284 0.101
O -0.10947 -4.06344 1.66744 -0.299 1.194 0.257
H 0.46817 -3.28051 1.58560 0.322 -0.464 -0.169
H -0.90629 -3.57827 1.95342 -0.081 -0.759 0.176
O 2.34647 -1.26200 -2.11484 0.416 0.193 -0.432
H 1.93561 -0.88103 -2.93326 -0.011 -0.215 0.308
H 3.26840 -1.30794 -2.39582 0.025 -0.092 0.240
O -0.81622 2.52216 -3.13962 -0.032 -0.076 0.185
H -1.49676 2.03014 -2.63143 0.116 0.453 -0.419
H -1.21186 3.38206 -3.34174 0.062 -0.408 0.118
O -1.22043 3.05270 1.64301 0.821 0.411 0.233
H -1.44485 3.98246 1.56015 -0.679 0.084 -0.137
H -0.27194 3.17415 1.91836 -0.560 -0.454 0.022
```
Forces are in eV/Å.